P:
Molecular formula: C2H5NOS2
Method: DFT, ωB97M-V/def2-TZVPD

Calculated values
**Spin multiplicity**: 1
**LUMO (alpha / beta)**: -0.07 / -0.07 eV
**Charge**: 0
**HOMO-LUMO gap (alpha / beta)**: 7.70 / 7.70 eV

Cartesian coordinates (Å):
H 2.1722 -0.8067 -0.7863
S 1.1319 -1.5484 -1.0739
H 0.6058 1.4186 2.1049
C -1.4479 -1.1706 0.4608
N -0.0453 -0.3125 -1.0048
H 0.4107 1.7217 -1.2781
H -1.2738 -2.3076 0.3403
O -2.0936 -0.3326 0.9731
S 1.2798 1.1483 0.9859
H -0.8562 1.2353 -0.2168
C 0.1163 0.9546 -0.5052

Results of the Löwdin charge analysis, in e, for atoms 1 through 2: number 1, H, carries -0.19; number 2, S, carries 0.67



Q:
Molecular formula: C2H5NOS2
Method: DFT, ωB97M-V/def2-TZVPD

Calculated values
**Spin multiplicity**: 1
**LUMO**: 0.42 eV
**Charge**: 0
**HOMO-LUMO gap**: 9.28 eV

Cartesian coordinates (Å):
H -0.0409 0.9656 -1.8123
H 0.9267 -0.6434 2.1838
C -0.7927 1.6402 -0.9520
O 0.1425 -0.7216 -0.8320
H -0.3989 2.9179 -1.1268
S -0.3461 1.3259 0.8649
N 0.4467 -1.1064 1.3389
S 1.0395 -2.7032 1.1904
H -2.0660 1.5124 -1.0702
H 0.9931 -2.8063 -0.0900
C 0.0961 -0.3810 0.3052

Results of the Löwdin charge analysis, in e, for atoms 1 through 2: number 1, H, carries 0.13; number 2, H, carries 0.12



R:
Molecular formula: C2H5NOS2
Method: DFT, ωB97M-V/def2-TZVPD

Calculated values
**Spin multiplicity**: 1
**LUMO**: -0.04 eV
**Charge**: 0
**SMILES**: O=C(CS)NS
**HOMO-LUMO gap**: 9.12 eV

Cartesian coordinates (Å):
H 1.4687 0.9124 1.5948
C -0.3311 0.7016 -0.0308
N -1.0822 -0.5655 0.1209
H 2.0728 -1.9080 0.2605
C 1.2458 0.7308 0.3379
H 1.7668 1.8265 -0.0937
S 2.2461 -0.4306 -0.4837
H -0.8225 -1.5005 0.4183
H -2.8104 -1.1632 -1.3750
S -2.7953 -0.3105 -0.1839
O -0.9586 1.7070 -0.5653

Results of the Löwdin charge analysis, in e, for atoms 1 through 2: number 1, H, carries 0.15; number 2, C, carries -0.49



Here are the energies relative to the best structure, in kJ/mol: P 123.1; Q 0.0; R 49.1.